{"formula": "C42H39InN2OPS2", "method": "ωB97M-V/def2-TZVPD", "total_charge": -1, "spin_multiplicity": 1, "e_lumo_ev": 2.25, "orbital_gap_ha": 0.218, "relative_energy_kcal_mol": 7.9, "elements": ["In", "C", "C", "S", "C", "C", "S", "H", "H", "H", "H", "H", "H", "C", "C", "C", "C", "C", "C", "P", "C", "C", "C", "C", "C", "C", "C", "C", "C", "C", "C", "C", "H", "H", "H", "H", "H", "H", "H", "H", "H", "H", "H", "H", "H", "H", "C", "N", "C", "C", "C", "C", "C", "N", "C", "C", "C", "C", "C", "C", "H", "H", "H", "H", "H", "H", "H", "H", "H", "H", "H", "C", "C", "O", "C", "C", "C", "C", "C", "C", "H", "H", "H", "H", "H", "H", "H", "H"], "coordinates": [[0.3934, -0.9025, 0.0828], [-0.9299, 2.5214, 3.1125], [-0.4620, 1.2430, 2.4361], [0.1446, 1.5149, 0.7969], [-0.5373, 0.0568, 3.0633], [-1.0883, -0.0748, 4.4638], [-0.0462, -1.5223, 2.4245], [-0.9186, 3.3438, 2.3995], [-0.2798, 2.7989, 3.9480], [-1.9490, 2.4272, 3.4947], [-1.2922, 0.8869, 4.9318], [-0.3809, -0.6202, 5.0942], [-2.0136, -0.6598, 4.4548], [-5.4988, -3.4832, 2.1942], [-5.0213, -3.6597, 0.9042], [-4.2692, -2.6644, 0.2912], [-3.9764, -1.4814, 0.9639], [-4.4408, -1.3280, 2.2716], [-5.2063, -2.3102, 2.8789], [-2.9563, -0.0997, 0.3059], [-4.2744, 1.0935, -0.1648], [-3.8287, 2.3455, -0.6020], [-4.7329, 3.3293, -0.9679], [-6.1000, 3.0875, -0.8862], [-6.5517, 1.8557, -0.4391], [-5.6444, 0.8637, -0.0827], [-2.4568, -0.7299, -1.3435], [-3.3543, -0.7881, -2.4138], [-2.9662, -1.3199, -3.6317], [-1.6743, -1.8114, -3.7782], [-0.7825, -1.7402, -2.7180], [-1.1354, -1.1842, -1.4834], [-6.0839, -4.2608, 2.6701], [-5.2319, -4.5784, 0.3697], [-3.8980, -2.8155, -0.7144], [-4.1818, -0.4266, 2.8183], [-5.5578, -2.1713, 3.8941], [-2.7604, 2.5348, -0.6479], [-4.3715, 4.2916, -1.3104], [-6.8083, 3.8583, -1.1653], [-7.6156, 1.6614, -0.3700], [-6.0071, -0.0982, 0.2601], [-4.3644, -0.4113, -2.2916], [-3.6657, -1.3565, -4.4589], [-1.3618, -2.2426, -4.7233], [0.2210, -2.1298, -2.8539], [3.5225, 0.5771, 0.4659], [2.7810, -0.6397, 0.1369], [3.4417, -1.7220, -0.0541], [2.7708, -2.9278, -0.4158], [3.2540, -4.2007, -0.7238], [2.1272, -4.9673, -1.0467], [1.0242, -4.1129, -0.9192], [1.4124, -2.8868, -0.5425], [4.0319, 0.5889, 1.8871], [3.1351, 0.4732, 2.9479], [3.5967, 0.4796, 4.2538], [4.9560, 0.6041, 4.5210], [5.8530, 0.7196, 3.4707], [5.3889, 0.7094, 2.1597], [2.8401, 1.4166, 0.3220], [4.3681, 0.7012, -0.2220], [4.5324, -1.7365, 0.0393], [4.2871, -4.5158, -0.7076], [2.1020, -6.0075, -1.3332], [-0.0209, -4.3342, -1.0849], [2.0756, 0.3699, 2.7475], [2.8882, 0.3828, 5.0674], [5.3128, 0.6063, 5.5439], [6.9143, 0.8133, 3.6676], [6.0921, 0.7978, 1.3379], [2.9426, -0.5697, -3.3607], [2.3621, 0.6966, -2.7891], [1.3735, 0.6819, -2.0941], [3.0416, 2.0060, -3.0634], [2.6246, 3.1196, -2.3373], [3.2344, 4.3463, -2.5362], [4.2612, 4.4705, -3.4655], [4.6803, 3.3645, -4.1907], [4.0752, 2.1326, -3.9849], [2.4087, -1.4255, -2.9541], [4.0024, -0.6531, -3.1116], [2.8543, -0.5644, -4.4498], [1.8274, 2.9953, -1.6135], [2.9130, 5.2064, -1.9633], [4.7385, 5.4301, -3.6208], [5.4807, 3.4596, -4.9134], [4.4097, 1.2711, -4.5488]], "forces_ev_per_a": [[-0.04, -0.03, -0.04], [0.03, -0.03, -0.05], [0.03, 0.11, -0.01], [0.09, 0.01, -0.01], [-0.05, -0.04, 0.04], [0.02, -0.01, -0.02], [-0.03, -0.02, -0.03], [0.00, 0.00, 0.00], [-0.01, 0.00, 0.00], [-0.01, 0.00, 0.00], [0.01, 0.00, 0.00], [-0.01, 0.00, 0.01], [0.01, 0.00, -0.01], [0.00, -0.01, -0.02], [-0.01, 0.01, 0.02], [0.03, 0.02, 0.00], [-0.01, 0.01, -0.04], [0.02, -0.01, 0.02], [0.01, 0.01, 0.00], [-0.03, -0.15, 0.06], [0.06, 0.07, 0.02], [-0.03, -0.05, 0.01], [0.00, 0.00, -0.01], [0.02, 0.01, 0.00], [0.01, -0.02, 0.00], [-0.02, 0.01, -0.01], [0.06, -0.02, -0.05], [-0.02, 0.01, 0.01], [0.00, -0.01, 0.00], [0.01, 0.01, 0.01], [0.00, -0.02, 0.03], [-0.08, 0.07, 0.02], [0.00, 0.00, 0.00], [0.00, 0.00, 0.00], [0.00, 0.01, -0.02], [-0.01, 0.00, 0.00], [0.00, 0.00, 0.00], [-0.01, 0.01, 0.01], [0.00, 0.00, 0.00], [0.01, 0.00, 0.00], [0.00, -0.01, 0.00], [-0.01, 0.02, -0.01], [0.00, -0.02, 0.00], [0.00, 0.00, 0.00], [0.01, 0.00, 0.00], [-0.01, 0.00, -0.01], [0.00, 0.00, 0.01], [0.00, -0.03, -0.03], [-0.01, 0.04, -0.02], [0.01, 0.04, -0.01], [0.01, -0.01, 0.00], [-0.04, 0.04, -0.01], [0.04, -0.07, 0.01], [-0.01, 0.09, 0.04], [-0.01, 0.00, 0.01], [-0.01, 0.00, 0.01], [0.02, 0.00, 0.00], [-0.01, 0.00, -0.01], [-0.01, 0.00, 0.00], [0.01, 0.00, 0.01], [0.00, -0.01, 0.00], [0.00, -0.01, -0.01], [0.00, 0.00, 0.00], [-0.01, 0.00, 0.00], [0.00, 0.01, 0.00], [0.01, 0.00, 0.01], [-0.01, 0.00, -0.01], [0.00, 0.00, 0.00], [0.00, 0.00, 0.00], [0.00, 0.00, 0.00], [0.00, 0.00, 0.00], [0.01, -0.01, 0.02], [0.07, 0.05, 0.02], [-0.11, -0.04, 0.00], [0.04, -0.03, 0.01], [-0.03, 0.01, 0.04], [0.02, 0.00, -0.02], [-0.01, -0.02, 0.01], [0.00, 0.01, -0.01], [0.02, -0.01, -0.02], [0.00, 0.01, 0.01], [0.00, 0.00, -0.01], [0.00, 0.00, 0.00], [0.00, 0.01, -0.01], [0.00, 0.00, 0.00], [0.00, 0.00, 0.00], [0.00, 0.00, 0.00], [0.00, 0.00, 0.00]], "lowdin_charge": [0.39, -0.15, -0.79, 0.57, -0.81, -0.15, 0.56, 0.04, 0.07, 0.07, 0.05, 0.06, 0.06, -0.11, -0.09, -0.07, -0.37, -0.12, -0.10, 1.10, -0.36, -0.09, -0.10, -0.11, -0.10, -0.09, -0.41, -0.11, -0.10, -0.10, -0.14, -0.24, 0.09, 0.10, 0.10, 0.10, 0.10, 0.10, 0.10, 0.09, 0.09, 0.10, 0.10, 0.09, 0.09, 0.07, -0.19, -0.02, -0.09, -0.35, -0.07, -0.11, -0.17, -0.03, -0.20, -0.02, -0.07, -0.11, -0.11, -0.06, 0.06, 0.12, 0.14, 0.09, 0.08, 0.10, 0.06, 0.10, 0.09, 0.09, 0.10, 0.00, -0.38, 0.03, -0.15, -0.01, -0.07, -0.09, -0.09, -0.04, 0.07, 0.09, 0.09, 0.11, 0.10, 0.10, 0.10, 0.11]}


{"formula": "C22H26N2O5", "method": "ωB97M-V/def2-TZVPD", "spin_multiplicity": 1, "smiles": "CCOc1cc(C(=O)NCc2ccccc2)ccc1OCC(=O)N1CCOCC1", "e_lumo_ev": 0.63, "orbital_gap_ha": 0.348, "relative_energy_kcal_mol": 56.3, "elements": ["C", "C", "O", "C", "C", "C", "C", "O", "N", "C", "C", "C", "C", "C", "C", "C", "C", "C", "C", "O", "C", "C", "O", "N", "C", "C", "O", "C", "C", "H", "H", "H", "H", "H", "H", "H", "H", "H", "H", "H", "H", "H", "H", "H", "H", "H", "H", "H", "H", "H", "H", "H", "H", "H", "H"], "coordinates": [[2.9621, 3.8179, -0.5880], [1.5920, 3.1749, -0.4417], [1.7775, 1.7693, -0.4468], [0.6885, 0.9565, -0.3289], [-0.6105, 1.4100, -0.1697], [-1.6710, 0.5247, 0.0011], [-3.0306, 1.1230, 0.1534], [-3.3272, 2.1936, -0.3432], [-3.8896, 0.4040, 0.9114], [-5.2794, 0.7709, 1.0752], [-6.1907, -0.2428, 0.4332], [-6.0004, -0.5902, -0.8994], [-6.8152, -1.5309, -1.5015], [-7.8318, -2.1333, -0.7783], [-8.0285, -1.7908, 0.5480], [-7.2085, -0.8528, 1.1522], [-1.4332, -0.8426, -0.0153], [-0.1437, -1.3067, -0.2007], [0.9224, -0.4336, -0.3553], [2.1794, -0.9756, -0.4620], [2.9282, -0.6343, -1.6220], [4.3484, -1.1768, -1.4678], [4.7996, -1.9802, -2.2615], [5.0738, -0.6867, -0.4427], [4.6248, 0.2136, 0.5955], [4.5170, -0.5691, 1.9098], [5.7512, -1.1619, 2.2466], [6.1949, -2.0348, 1.2311], [6.3434, -1.3028, -0.1075], [3.6010, 3.5314, 0.2432], [3.4308, 3.4963, -1.5144], [2.8585, 4.8988, -0.6005], [1.1239, 3.4852, 0.5013], [0.9403, 3.4684, -1.2744], [-0.8417, 2.4631, -0.1647], [-3.5965, -0.4787, 1.2968], [-5.5118, 0.8739, 2.1405], [-5.3919, 1.7465, 0.5908], [-5.2106, -0.1132, -1.4620], [-6.6596, -1.7932, -2.5376], [-8.4695, -2.8671, -1.2484], [-8.8203, -2.2570, 1.1159], [-7.3644, -0.5891, 2.1889], [-2.2413, -1.5538, 0.0702], [0.0644, -2.3649, -0.2283], [2.9569, 0.4487, -1.7834], [2.4869, -1.1153, -2.5044], [5.3814, 0.9998, 0.7083], [3.6693, 0.6663, 0.3485], [3.7384, -1.3387, 1.8009], [4.2618, 0.0938, 2.7381], [5.4805, -2.8629, 1.1093], [7.1550, -2.4295, 1.5667], [7.1067, -0.5227, -0.0231], [6.6090, -1.9988, -0.9035]], "forces_ev_per_a": [[-0.35, -0.30, 0.04], [0.05, 0.43, -0.01], [-0.03, -0.36, 0.06], [0.04, -0.16, 0.01], [0.02, 0.07, -0.01], [0.31, -0.11, -0.15], [0.04, -0.10, 0.18], [0.02, 0.23, -0.15], [-0.13, -0.22, 0.20], [-0.07, 0.17, -0.05], [-0.04, -0.02, 0.09], [-0.02, 0.01, 0.02], [0.05, 0.02, -0.08], [-0.10, -0.07, 0.03], [-0.10, -0.09, -0.02], [0.08, 0.11, -0.03], [-0.11, 0.24, 0.03], [0.32, 0.08, -0.03], [-0.14, 0.01, -0.05], [-0.15, 0.18, 0.28], [0.09, -0.03, -0.55], [-0.37, 0.17, -0.13], [-0.08, -0.24, -0.28], [0.33, 0.06, 0.22], [-0.22, -0.02, 0.45], [-0.16, 0.30, -0.15], [0.09, 0.03, 0.15], [0.18, 0.01, -0.32], [0.13, -0.37, 0.14], [0.08, 0.01, 0.08], [0.06, 0.01, -0.09], [0.02, 0.12, 0.00], [-0.02, -0.05, -0.12], [0.00, -0.05, 0.12], [0.02, 0.10, -0.02], [0.09, 0.10, -0.05], [-0.02, 0.04, -0.13], [0.00, -0.12, 0.18], [0.09, 0.04, -0.08], [0.01, -0.02, -0.09], [-0.05, -0.06, -0.03], [-0.06, -0.05, 0.04], [0.00, 0.03, 0.11], [-0.08, -0.06, 0.01], [0.06, -0.11, -0.03], [-0.02, -0.15, 0.07], [0.14, 0.06, 0.18], [-0.10, -0.01, 0.01], [0.08, 0.03, -0.01], [0.04, 0.07, 0.02], [-0.06, -0.02, -0.06], [0.07, 0.03, 0.00], [-0.06, -0.04, -0.07], [-0.01, -0.06, -0.01], [0.04, 0.10, 0.09]], "nbo_charge": [-0.62, -0.06, -0.53, 0.32, -0.27, -0.13, 0.66, -0.63, -0.60, -0.27, 0.05, -0.24, -0.20, -0.22, -0.19, -0.25, -0.21, -0.23, 0.24, -0.52, -0.16, 0.66, -0.62, -0.43, -0.25, -0.08, -0.52, -0.08, -0.26, 0.21, 0.21, 0.22, 0.18, 0.18, 0.24, 0.40, 0.20, 0.25, 0.22, 0.21, 0.21, 0.21, 0.21, 0.21, 0.23, 0.21, 0.21, 0.19, 0.24, 0.17, 0.19, 0.17, 0.20, 0.19, 0.25]}